The following is a quantum chemistry calculation of 8 unconnected molecules or ions with the total composition C39H61N8O11, from the Open Molecules 2025 dataset.

Cartesian coordinates (Å):
C -43.128 -0.664 -13.040
C -43.807 -0.192 -11.705
C -43.776 -1.326 -10.546
C -42.426 -1.503 -9.927
C -41.957 -0.256 -9.272
C -41.886 0.916 -10.223
N -43.015 0.946 -11.152
O -43.159 2.018 -11.785
C -40.561 0.853 -10.957
C -41.993 2.177 -9.365
C -45.334 0.207 -11.783
H -43.055 0.087 -13.587
H -43.676 -1.445 -13.654
H -42.152 -1.037 -12.653
H -43.735 -2.203 -11.222
H -44.464 -1.226 -9.698
H -41.655 -1.830 -10.666
H -42.595 -2.288 -9.236
H -41.090 -0.385 -8.564
H -42.736 0.017 -8.611
H -39.747 0.526 -10.164
H -40.149 1.698 -11.367
H -40.392 -0.041 -11.435
H -41.461 2.888 -9.962
H -41.477 2.138 -8.402
H -43.027 2.433 -9.162
H -45.681 0.850 -12.491
H -45.362 0.834 -10.897
H -46.001 -0.694 -11.678
C -46.416 -7.810 -8.842
C -45.391 -7.772 -7.640
C -44.884 -6.400 -7.002
C -45.448 -5.139 -7.609
C -46.351 -5.209 -8.862
C -46.858 -6.612 -9.345
N -44.903 -3.762 -7.203
O -45.418 -2.790 -7.700
O -44.061 -3.733 -6.307
H -46.788 -8.870 -8.933
H -45.011 -8.663 -7.281
H -44.530 -6.565 -5.992
H -46.426 -4.409 -9.630
H -47.287 -6.845 -10.339
C -39.810 3.023 -14.169
C -38.634 3.282 -13.195
C -37.643 2.083 -12.956
C -38.028 0.660 -13.642
C -39.276 0.483 -14.522
C -40.185 1.739 -14.556
N -37.000 -0.390 -13.224
O -37.441 -1.651 -13.513
O -35.922 -0.116 -12.645
H -40.448 4.024 -14.359
H -38.634 4.342 -12.880
H -36.876 2.056 -12.342
H -39.642 -0.473 -14.996
H -40.922 1.436 -15.337
C -37.802 -2.300 -9.447
C -38.820 -2.288 -8.269
C -39.843 -3.410 -8.253
C -39.907 -4.513 -9.289
C -38.896 -4.562 -10.450
C -37.918 -3.331 -10.507
N -40.951 -5.598 -9.232
O -41.726 -5.535 -8.221
O -41.038 -6.527 -9.969
H -37.122 -1.678 -9.739
H -38.742 -1.538 -7.438
H -40.322 -3.616 -7.435
H -39.155 -5.240 -11.130
H -37.197 -3.203 -11.100
C -49.990 0.517 -16.412
O -51.033 1.186 -16.256
N -48.994 0.286 -15.440
C -47.745 -0.395 -15.715
C -49.293 0.813 -14.097
H -49.804 -0.051 -17.267
H -47.019 -0.175 -14.856
H -47.477 0.146 -16.553
H -47.835 -1.486 -15.815
H -48.546 0.859 -13.348
H -49.955 0.073 -13.742
H -49.947 1.797 -13.972
C -42.877 5.725 -8.665
O -43.350 6.335 -9.613
N -43.670 5.156 -7.720
C -43.150 4.533 -6.598
C -45.099 5.109 -8.009
H -41.858 5.892 -8.469
H -41.995 4.557 -6.490
H -43.488 3.555 -6.493
H -43.223 5.113 -5.772
H -45.335 4.407 -8.802
H -45.655 5.975 -8.226
H -45.670 4.728 -7.257
C -47.618 4.261 -13.291
O -46.990 4.424 -14.366
N -46.967 4.242 -12.113
C -47.705 3.998 -10.838
C -45.552 4.363 -11.986
H -48.610 4.149 -13.306
H -48.715 4.512 -10.821
H -47.320 4.485 -10.102
H -47.991 2.833 -10.598
H -45.314 5.324 -12.106
H -44.922 3.648 -12.704
H -45.308 4.065 -11.064
C -40.804 1.436 -5.426
O -40.360 0.700 -6.241
N -40.365 2.733 -5.157
C -40.837 3.514 -3.970
C -39.364 3.227 -6.145
H -41.525 1.244 -4.407
H -41.878 3.830 -3.987
H -40.419 4.433 -3.812
H -40.608 3.243 -2.965
H -38.226 2.908 -6.010
H -39.425 4.368 -6.077
H -39.502 2.850 -7.023

Summary:
Total charge: +1
HOMO-LUMO gap in eV: 4.41
Electronic energy in eV: -75837.280

Atomic partial charges in e from the Mulliken method, atoms 1 to 8: number 1, C, carries -2.15; number 2, C, carries 1.59; number 3, C, carries -1.23; number 4, C, carries -0.66; number 5, C, carries -1.26; number 6, C, carries 1.77; number 7, N, carries 1.35; number 8, O, carries -0.27